This record from OMol25 describes C5H6F2S as an isolated structure in a non-equilibrium geometry. The level of theory is ωB97M-V/def2-TZVPD.

```
14
Properties=species:S:1:pos:R:3:nbo_charge:R:1
C 0.27376 1.59663 1.57871 -0.84
C 0.01824 -0.82489 0.10978 -0.21
C -0.75066 -1.93825 0.45478 -0.38
C -0.31749 -0.35031 -1.15671 0.27
C 0.70773 0.24619 -1.88261 0.17
H 1.30592 2.44722 1.47915 0.25
H -0.63744 1.93897 0.62413 0.27
H -0.32833 1.64659 2.79113 0.25
H -0.39891 -2.67665 1.24772 0.21
H -1.54463 -2.37197 -0.27262 0.22
H 1.54200 0.75871 -1.61646 0.19
F -1.35498 -0.91962 -1.67389 -0.28
F 0.42496 0.55236 -3.20585 -0.35
S 1.05985 -0.10497 1.52273 0.22
```

Calculated values
energy above the lowest of the compared OMol25 structures with the same formula, charge and spin: 119.91 kcal/mol
frontier orbital gap: 8.708 eV



This record from OMol25 describes a 2-piece molecular cluster, C5H16N2O overall in a non-equilibrium geometry. The level of theory is ωB97M-V/def2-TZVPD.

```
24
Properties=species:S:1:pos:R:3:nbo_charge:R:1
C 1.97404 -0.80754 0.05275 -0.41
N 0.93424 0.07302 0.65216 -0.47
C -0.03027 -0.73203 1.38163 -0.42
C 0.39344 1.05259 -0.26533 -0.22
C -1.03821 0.93516 -0.70794 -0.25
N -1.07611 -0.09059 -1.82833 -0.61
C -2.43261 -0.31370 -2.32027 -0.42
H 2.95147 -0.36467 0.26440 0.19
H 1.93475 -0.75625 -1.03911 0.19
H 1.84684 -1.80746 0.44457 0.20
H 0.47801 -1.29628 2.15841 0.20
H -0.71876 -0.03923 1.87534 0.19
H -0.64987 -1.38132 0.74767 0.18
H 0.51904 2.07142 0.14566 0.19
H 0.99997 1.13358 -1.17323 0.19
H -1.52660 1.83371 -1.06861 0.18
H -1.71937 0.47188 0.01016 0.19
H -0.59465 0.37447 -2.59002 0.34
H -3.10707 -0.75460 -1.58614 0.19
H -2.94503 0.60916 -2.64383 0.16
H -2.33403 -0.95878 -3.19494 0.20
H 1.45922 0.12170 4.08092 0.46
H 2.29325 0.34748 2.81152 0.48
O 2.38830 0.27828 3.79255 -0.95
```

Calculated values
energy above the lowest of the compared OMol25 structures with the same formula, charge and spin: 38.17 kcal/mol
frontier orbital gap: 9.323 eV
SMILES: CNCCN(C)C.O



This record from OMol25 describes C18H54N4O9Zr as an isolated structure in a non-equilibrium geometry. The level of theory is ωB97M-V/def2-TZVPD.

```
86
Properties=species:S:1:pos:R:3:lowdin_spin:R:1
Zr 4.36826 0.70417 0.00727 0.95
O 2.95629 0.80110 -1.75021 0.00
C 1.57773 0.60825 -1.27146 0.00
C 1.32298 0.62595 0.28624 0.00
O 2.47404 0.34773 1.07909 0.02
H 1.18349 -0.36657 -1.55847 0.00
H 0.89024 1.21978 -1.85582 0.00
H 0.51972 -0.05893 0.55793 0.00
H 1.07765 1.63379 0.62117 0.00
C -3.09146 -1.25855 1.80640 0.00
C -4.00905 -0.10244 2.18480 0.00
C -3.84233 0.55626 3.54096 0.00
O -4.15525 -0.18431 4.71727 0.00
C -3.87104 0.47005 5.94211 0.00
N -3.97710 0.84118 1.12151 0.00
H -2.03300 -1.02553 1.69035 0.00
H -3.31221 -1.59160 0.79228 0.00
H -3.23564 -2.04252 2.54985 0.00
H -5.00481 -0.54579 2.18206 0.00
H -4.27839 1.55466 3.50725 0.00
H -2.76323 0.68464 3.62560 0.00
H -3.00939 1.13691 5.91100 0.00
H -3.56186 -0.43788 6.45996 0.00
H -4.72663 0.85120 6.49960 0.00
H -4.83127 1.37078 1.02138 0.00
H -3.89188 0.39532 0.21927 0.00
C 1.97271 -2.80358 2.87627 0.00
C 0.74654 -3.65152 2.54010 0.00
C -0.47205 -3.17419 3.45568 0.00
O -0.32830 -3.03603 4.85837 0.00
C -0.23629 -4.30143 5.57425 0.00
N 0.47601 -3.18600 1.15234 0.00
H 2.22459 -2.97073 3.92351 0.00
H 1.75260 -1.73851 2.94900 0.00
H 2.78554 -2.85981 2.15222 0.00
H 0.85970 -4.73408 2.59815 0.00
H -1.25678 -3.90388 3.25607 0.00
H -0.90979 -2.32194 2.93592 0.00
H -1.09292 -4.94402 5.37095 0.00
H -0.23870 -4.16654 6.65587 0.00
H 0.62157 -4.85692 5.19529 0.00
H 0.25406 -2.20116 1.12155 0.00
H 1.39341 -3.28128 0.74076 0.00
C -1.19403 -2.14671 -3.72437 0.00
C -0.16820 -2.01328 -4.85858 0.00
C 0.55275 -0.63901 -4.82243 0.00
O 1.16105 -0.41047 -6.11813 0.00
C 1.72270 0.86009 -6.17088 0.00
N 0.66978 -3.15700 -4.76377 0.00
H -1.65688 -3.13036 -3.64502 0.00
H -1.85328 -1.27990 -3.77062 0.00
H -0.76716 -1.88928 -2.75503 0.00
H -0.70731 -2.03340 -5.80571 0.00
H 1.34676 -0.64218 -4.07568 0.00
H -0.16240 0.15109 -4.59348 0.00
H 2.39340 1.00595 -5.32413 0.00
H 0.95970 1.62571 -6.31144 0.00
H 2.38470 0.90292 -7.03576 0.00
H 1.45562 -2.91844 -5.35169 0.00
H 0.24368 -3.87479 -5.33235 0.00
C -1.67929 3.14026 -0.08494 0.00
C -1.09498 4.45033 -0.70407 0.00
C 0.28126 4.22586 -1.33392 0.00
O 0.75382 5.42530 -1.96850 0.00
C 2.08749 5.21965 -2.49824 0.00
N -2.01071 5.03044 -1.60985 0.00
H -2.74242 3.18522 0.15135 0.00
H -1.20082 2.91954 0.86923 0.00
H -1.49556 2.30528 -0.76108 0.00
H -1.09427 5.20200 0.08529 0.00
H 0.28031 3.36074 -1.99697 0.00
H 0.94170 3.88184 -0.53795 0.00
H 2.78417 4.99844 -1.68965 0.00
H 2.47164 6.19254 -2.80491 0.00
H 2.14343 4.46416 -3.28195 0.00
H -2.00476 4.33276 -2.34014 0.00
H -1.36227 5.68668 -2.02092 0.00
O 5.49777 0.27329 -3.96942 0.00
H 5.86182 0.47674 -3.10785 0.00
H 4.58420 0.55401 -3.91630 0.00
O 2.35105 0.69260 4.10080 0.00
H 1.65761 0.03664 4.17214 0.00
H 2.33997 0.95439 3.18016 0.00
O 4.32937 -1.43554 -0.21761 0.02
H 3.54933 -1.99029 -0.22319 0.00
H 5.06114 -2.04982 -0.27610 0.00
```

Calculated values
<S²>: 0.75
multiplicity: 2
frontier orbital gap (alpha / beta): 4.990 / 5.099 eV
net charge: +1



This record from OMol25 describes C23H22AuN6OSeSi as an isolated structure in a non-equilibrium geometry. The level of theory is ωB97M-V/def2-TZVPD.

```
55
Properties=species:S:1:pos:R:3:lowdin_spin:R:1
Au -0.03834 0.05457 -0.06345 0.23
C 3.64877 0.02663 -1.60306 0.00
C 3.21096 0.20646 -0.18304 0.00
C 4.12805 0.56559 0.79510 0.00
C 3.69375 0.74816 2.10170 0.00
C 2.35766 0.56390 2.43645 0.01
C 1.42287 0.16143 1.47439 0.00
N 1.91024 0.01593 0.08076 0.00
N 0.04778 0.04408 1.93684 0.26
Si -0.31674 -1.44241 2.81066 0.02
C -0.87581 -0.93758 4.54533 0.00
C -1.79651 -2.26952 1.99415 0.00
C 1.09553 -2.65067 2.94730 0.00
H 4.43178 -0.73421 -1.66595 0.00
H 4.03331 0.96977 -2.00234 0.00
H 2.81350 -0.29378 -2.23159 0.00
H 5.17067 0.71110 0.54394 0.00
H 4.39791 1.04171 2.87370 0.00
H 2.03503 0.72986 3.45871 0.00
H -1.72898 -0.25535 4.48995 0.00
H -0.06469 -0.43331 5.07874 0.00
H -1.17486 -1.81751 5.12268 0.00
H -2.64222 -1.57785 1.93176 0.00
H -2.11275 -3.14457 2.57209 0.00
H -1.54432 -2.59813 0.98347 0.00
H 1.92737 -2.23297 3.52261 0.00
H 1.47015 -2.93808 1.96130 0.00
H 0.76892 -3.56196 3.45886 0.00
Se -3.29798 3.96727 -0.83481 0.21
N -1.90796 5.02712 -0.49069 0.20
C -0.81982 4.30410 -0.23133 0.00
C 0.41350 4.85544 0.07213 0.17
C 1.47060 4.00416 0.32398 0.04
C 1.28548 2.61663 0.27087 0.16
N 0.07052 2.05710 -0.02797 0.09
C -0.98903 2.90815 -0.28166 -0.02
N -2.22152 2.52970 -0.58519 0.11
H 0.54772 5.93004 0.11172 0.01
H 2.44207 4.41381 0.56293 0.00
H 2.12042 1.96562 0.47069 0.01
O -0.06817 -1.63431 -0.06805 0.47
N -10.01365 0.66275 -0.90706 0.00
C -8.86394 0.61008 -0.80855 0.00
C -7.43668 0.54479 -0.68618 0.00
C -6.85425 -0.09719 0.41171 0.00
C -5.46798 -0.16120 0.53102 0.00
C -4.64733 0.41740 -0.44618 0.00
C -5.23410 1.05830 -1.54560 0.00
C -6.62187 1.12134 -1.66358 0.00
C -3.21780 0.34504 -0.31696 0.00
C -2.00878 0.22437 -0.20510 0.04
H -7.47732 -0.55043 1.17880 0.00
H -5.02976 -0.66372 1.38957 0.00
H -4.61486 1.50921 -2.31455 0.00
H -7.06227 1.62209 -2.52246 0.00
```

Calculated values
<S²>: 2.05
energy above the lowest of the compared OMol25 structures with the same formula, charge and spin: 170.42 kcal/mol
multiplicity: 3
frontier orbital gap (alpha / beta): 5.571 / 6.699 eV
net charge: -1



This record from OMol25 describes a 3-piece molecular cluster, H6O3 overall. The level of theory is ωB97M-V/def2-TZVPD.

```
9
Properties=species:S:1:pos:R:3:nbo_charge:R:1
O -12.82087 -31.56588 -24.48035 -0.95
H -11.88402 -31.58742 -24.67551 0.48
H -12.98292 -32.37305 -23.99204 0.47
O -8.92938 -33.01419 -24.51969 -0.94
H -8.42726 -33.04284 -25.33411 0.47
H -9.01116 -33.93067 -24.25582 0.47
O -14.50034 -28.45272 -26.17326 -0.94
H -13.74485 -27.86987 -26.24901 0.46
H -14.18517 -29.18685 -25.64605 0.48
```

Calculated values
energy above the lowest of the compared OMol25 structures with the same formula, charge and spin: 11.73 kcal/mol
frontier orbital gap: 11.769 eV
SMILES: O.O.O



Respective E_tot values: -791.827442; -384.797252; -1660.905967; -4119.707030; -229.306378 Eh.